<P>
The following is a quantum chemistry calculation of 2 unconnected molecules or ions with the total composition C4H14NO2S, from the Open Molecules 2025 dataset.

Calculated values
2S+1 = 1
Orbital gap = 9.2429 eV
Charge = +1
Lowest unoccupied orbital energy = -3.076 eV

CARTESIAN COORDINATES (ANGSTROEM)
1 C 0.98 -1.25 -1.66
2 O 2.15 -1.61 -0.99
3 C -0.03 -0.72 -0.61
4 C 0.12 0.81 -0.36
5 C -1.07 1.61 -0.88
6 S -2.49 1.56 0.29
7 N 0.21 -1.45 0.68
8 H 0.50 -2.14 -2.09
9 H 1.17 -0.41 -2.32
10 H 2.95 -1.63 -1.51
11 H -1.02 -0.93 -0.99
12 H 1.03 1.17 -0.84
13 H 0.26 0.97 0.71
14 H -1.35 1.21 -1.86
15 H -0.75 2.64 -0.97
16 H -3.05 2.68 -0.21
17 H -0.25 -1.08 1.52
18 H -0.07 -2.42 0.51
19 H 1.22 -1.47 0.88
20 H 2.95 -0.10 2.55
21 H 1.93 -0.78 3.49
22 O 2.06 -0.44 2.59

<Q>
The following is a quantum chemistry calculation of 2 unconnected molecules or ions with the total composition C4H14NO2S, from the Open Molecules 2025 dataset.

Calculated values
2S+1 = 1
Orbital gap = 10.2008 eV
Charge = +1
Lowest unoccupied orbital energy = -3.071 eV

CARTESIAN COORDINATES (ANGSTROEM)
1 C -0.14 1.83 -0.03
2 O -0.11 1.71 -1.41
3 C -0.57 0.50 0.62
4 C 0.46 -0.53 0.79
5 C -0.02 -1.69 1.62
6 S -1.04 -3.00 0.75
7 N -1.80 0.00 0.01
8 H -0.81 2.64 0.27
9 H 0.76 2.09 0.53
10 H 0.81 1.52 -1.73
11 H -0.78 0.70 1.73
12 H 1.53 -0.34 1.03
13 H 0.64 -0.87 -0.32
14 H -0.58 -1.40 2.45
15 H 0.91 -2.25 1.95
16 H -0.26 -3.13 -0.36
17 H -1.88 0.21 -1.00
18 H -1.91 -1.08 0.24
19 H -2.76 0.37 0.42
20 H 2.08 0.86 -3.16
21 H 3.16 1.18 -2.19
22 O 2.32 0.67 -2.25

The structure with the greatest stability is <P>.

<P>
The following is a quantum chemistry calculation of 10 unconnected molecules or ions with the total composition C20H60O10S10, from the Open Molecules 2025 dataset.

Calculated values
2S+1 = 1
Orbital gap = 8.4824 eV
Lowest unoccupied orbital energy = 0.059 eV

CARTESIAN COORDINATES (ANGSTROEM)
1 C -3.33 -2.46 3.10
2 S -3.61 -2.64 4.95
3 O -3.88 -4.11 5.19
4 C -1.90 -2.30 5.53
5 H -3.09 -1.44 2.80
6 H -4.29 -2.73 2.66
7 H -2.64 -3.19 2.67
8 H -1.16 -2.86 4.95
9 H -1.73 -2.76 6.50
10 H -1.68 -1.23 5.62
11 C -8.44 3.93 2.26
12 S -7.25 3.95 0.83
13 O -6.64 5.34 0.78
14 C -5.90 2.90 1.43
15 H -8.64 2.87 2.37
16 H -9.42 4.37 2.08
17 H -8.00 4.30 3.19
18 H -6.13 1.83 1.45
19 H -5.59 3.33 2.38
20 H -5.14 3.13 0.68
21 C 2.10 2.30 -5.98
22 S 2.49 1.02 -4.72
23 O 2.22 -0.36 -5.30
24 C 4.32 1.18 -4.62
25 H 1.06 2.32 -6.28
26 H 2.62 2.00 -6.89
27 H 2.38 3.35 -5.88
28 H 4.74 0.62 -3.79
29 H 4.44 2.23 -4.35
30 H 4.80 1.06 -5.59
31 C -3.50 -6.74 -1.36
32 S -5.16 -7.24 -2.02
33 O -5.25 -6.50 -3.37
34 C -4.57 -8.93 -2.52
35 H -3.09 -7.51 -0.70
36 H -3.56 -5.76 -0.88
37 H -2.83 -6.64 -2.21
38 H -4.52 -9.54 -1.62
39 H -3.53 -8.80 -2.84
40 H -5.08 -9.45 -3.34
41 C 0.35 -1.42 -0.79
42 S 0.65 -0.02 0.35
43 O 1.79 0.79 -0.28
44 C -0.90 1.06 0.04
45 H -0.41 -2.08 -0.37
46 H 1.29 -1.95 -0.94
47 H 0.06 -0.94 -1.72
48 H -0.75 1.51 -0.94
49 H -1.04 1.81 0.81
50 H -1.74 0.36 0.02
51 C -2.40 8.27 1.40
52 S -1.29 7.15 0.60
53 O -1.33 5.89 1.46
54 C -2.39 6.67 -0.82
55 H -1.83 9.12 1.80
56 H -2.78 7.74 2.27
57 H -3.23 8.60 0.78
58 H -2.70 7.54 -1.39
59 H -3.25 6.19 -0.35
60 H -1.85 5.94 -1.42
61 C 2.61 -6.61 -3.30
62 S 2.46 -8.41 -3.35
63 O 0.93 -8.58 -3.40
64 C 3.01 -8.59 -5.12
65 H 2.13 -6.14 -4.16
66 H 3.68 -6.36 -3.32
67 H 2.13 -6.27 -2.38
68 H 3.82 -7.90 -5.35
69 H 2.18 -8.39 -5.79
70 H 3.38 -9.60 -5.30
71 C 2.77 4.18 3.72
72 S 3.37 4.75 5.35
73 O 4.09 3.60 6.05
74 C 4.55 5.99 4.77
75 H 1.96 3.45 3.81
76 H 3.64 3.76 3.22
77 H 2.38 5.08 3.23
78 H 5.10 6.35 5.64
79 H 4.16 6.85 4.25
80 H 5.28 5.57 4.07
81 C 3.61 6.09 -0.97
82 S 4.58 7.12 0.15
83 O 5.89 6.39 0.31
84 C 4.79 8.61 -1.02
85 H 3.27 5.13 -0.58
86 H 4.10 6.12 -1.94
87 H 2.70 6.65 -1.18
88 H 5.81 9.01 -1.06
89 H 4.08 9.42 -0.82
90 H 4.75 8.32 -2.07
91 C 3.97 -6.80 1.97
92 S 2.37 -5.95 2.56
93 O 2.30 -4.56 1.89
94 C 1.05 -6.96 1.80
95 H 4.25 -6.73 0.91
96 H 3.89 -7.87 2.13
97 H 4.79 -6.41 2.58
98 H 0.19 -6.30 1.69
99 H 0.79 -7.72 2.54
100 H 1.26 -7.37 0.81

<Q>
The following is a quantum chemistry calculation of 10 unconnected molecules or ions with the total composition C20H60O10S10, from the Open Molecules 2025 dataset.

Calculated values
2S+1 = 1
Orbital gap = 8.6569 eV
Lowest unoccupied orbital energy = 0.004 eV

CARTESIAN COORDINATES (ANGSTROEM)
1 C -28.39 20.89 24.75
2 S -27.95 20.86 22.97
3 O -26.74 19.95 23.01
4 C -29.35 19.90 22.31
5 H -27.73 21.64 25.18
6 H -28.25 19.87 25.11
7 H -29.38 21.29 24.99
8 H -29.39 18.86 22.62
9 H -29.37 19.95 21.22
10 H -30.31 20.22 22.73
11 C -22.85 16.82 17.89
12 S -24.32 15.84 17.30
13 O -24.10 14.41 17.75
14 C -25.57 16.44 18.47
15 H -22.51 16.46 18.86
16 H -23.05 17.85 18.19
17 H -22.10 16.91 17.10
18 H -25.18 16.30 19.47
19 H -26.48 15.85 18.39
20 H -25.86 17.49 18.34
21 C -33.77 17.58 27.83
22 S -34.93 17.12 29.19
23 O -36.04 18.17 29.15
24 C -35.81 15.70 28.30
25 H -34.16 17.71 26.82
26 H -33.15 16.71 27.63
27 H -33.07 18.35 28.17
28 H -36.56 15.21 28.91
29 H -35.10 14.88 28.20
30 H -36.25 16.09 27.38
31 C -26.45 24.96 17.49
32 S -25.99 23.33 16.80
33 O -27.34 22.62 16.44
34 C -25.21 23.99 15.14
35 H -27.08 25.56 16.84
36 H -25.58 25.60 17.65
37 H -27.00 24.75 18.41
38 H -25.09 23.17 14.43
39 H -24.26 24.49 15.29
40 H -25.88 24.77 14.78
41 C -31.17 16.61 14.57
42 S -32.70 15.87 15.26
43 O -32.41 14.39 15.17
44 C -32.46 16.41 17.01
45 H -31.16 16.56 13.48
46 H -30.23 16.25 14.97
47 H -31.26 17.68 14.78
48 H -32.29 17.47 17.22
49 H -31.61 15.88 17.43
50 H -33.37 16.13 17.54
51 C -28.83 13.74 24.65
52 S -30.60 13.25 24.34
53 O -30.91 13.85 22.98
54 C -30.23 11.43 24.16
55 H -28.22 13.34 23.84
56 H -28.56 13.24 25.58
57 H -28.72 14.83 24.68
58 H -29.60 11.12 25.00
59 H -29.80 11.17 23.19
60 H -31.21 10.95 24.20
61 C -22.53 25.44 26.72
62 S -22.78 25.43 28.52
63 O -21.68 26.26 29.17
64 C -24.42 26.25 28.69
65 H -23.13 24.64 26.28
66 H -21.52 25.09 26.55
67 H -22.75 26.40 26.25
68 H -25.09 25.83 27.94
69 H -24.28 27.30 28.46
70 H -24.85 26.19 29.69
71 C -28.85 29.28 22.20
72 S -28.94 28.05 23.57
73 O -29.13 28.79 24.87
74 C -30.60 27.26 23.08
75 H -29.87 29.60 21.99
76 H -28.42 28.89 21.28
77 H -28.22 30.16 22.31
78 H -30.81 27.24 22.01
79 H -31.35 27.97 23.45
80 H -30.87 26.31 23.53
81 C -38.14 21.25 24.76
82 S -36.80 21.47 23.49
83 O -35.43 21.45 24.20
84 C -37.04 19.79 22.78
85 H -39.04 21.63 24.28
86 H -38.01 21.99 25.55
87 H -38.24 20.28 25.25
88 H -36.41 19.51 21.94
89 H -38.05 19.74 22.36
90 H -36.98 19.03 23.57
91 C -17.84 23.59 19.68
92 S -19.39 23.55 20.71
93 O -20.53 23.93 19.76
94 C -19.47 21.69 21.10
95 H -17.95 22.84 18.90
96 H -16.92 23.42 20.24
97 H -17.78 24.55 19.15
98 H -19.03 21.01 20.37
99 H -20.52 21.47 21.28
100 H -18.88 21.52 22.00

The structure with the greatest stability is <P>.

<P>
The following is a quantum chemistry calculation of a single C7H11NO2S2 molecule, from the Open Molecules 2025 dataset.

Calculated values
2S+1 = 1
Orbital gap = 8.6148 eV
Lowest unoccupied orbital energy = 0.440 eV

CARTESIAN COORDINATES (ANGSTROEM)
1 C 1.66 1.34 0.86
2 C 0.30 1.11 1.56
3 C 1.37 -0.56 -0.83
4 C -1.71 -1.09 -1.26
5 C 0.29 -1.19 0.00
6 C 1.50 0.97 -0.63
7 C -0.67 0.80 0.43
8 N -0.77 -1.89 -0.60
9 O -3.26 0.91 -0.30
10 O -2.52 -0.85 1.23
11 S -0.10 1.65 -1.04
12 S -2.20 0.04 0.12
13 H 2.14 2.36 0.99
14 H 2.37 0.60 1.20
15 H 0.40 0.37 2.37
16 H -0.12 2.07 1.95
17 H 2.29 -0.96 -0.55
18 H 1.25 -0.87 -1.86
19 H -1.30 -0.28 -1.76
20 H -2.49 -1.73 -1.78
21 H 0.68 -1.61 1.03
22 H 2.19 1.21 -1.30
23 H -1.30 -2.41 0.17

<Q>
The following is a quantum chemistry calculation of a molecular structure, C7H11NO2S2, from the Open Molecules 2025 dataset.

Calculated values
2S+1 = 1
Orbital gap = 7.1603 eV
Lowest unoccupied orbital energy = -0.335 eV

CARTESIAN COORDINATES (ANGSTROEM)
1 C -0.84 0.06 0.62
2 C -1.79 -0.04 -0.57
3 C -2.69 1.20 -0.73
4 C -3.98 0.53 -0.21
5 C 2.59 -1.62 0.28
6 C 3.49 -0.62 -0.40
7 C 3.13 0.85 -0.36
8 H -1.63 -1.61 1.53
9 H -0.27 -0.86 2.33
10 H -1.18 -0.27 -1.45
11 H -2.34 2.07 -0.16
12 H -2.79 1.49 -1.77
13 H -4.20 0.75 0.84
14 H -4.88 0.70 -0.81
15 H 2.50 -1.38 1.35
16 H 3.00 -2.62 0.15
17 H 1.58 -1.57 -0.13
18 H 3.86 1.46 -0.90
19 N -0.87 -0.94 1.52
20 O -0.07 1.01 0.68
21 O 4.50 -0.94 -0.99
22 S -3.25 -1.14 -0.41
23 S 1.85 1.49 0.36

The structure with the greatest stability is <Q>.

<P>
The following is a quantum chemistry calculation of 2 unconnected molecules or ions with the total composition C5H11OP, from the Open Molecules 2025 dataset.

Calculated values
2S+1 = 1
Orbital gap = 8.6791 eV
Structure (SMILES) = C=CC(C)C.O=P
Lowest unoccupied orbital energy = -0.893 eV

CARTESIAN COORDINATES (ANGSTROEM)
1 C -0.38 -0.71 1.17
2 C 0.79 -1.39 -1.09
3 C 1.64 1.89 0.05
4 C 0.27 -0.22 -0.20
5 C 1.57 0.57 0.00
6 O -4.03 -0.03 -0.84
7 P -3.43 0.25 0.45
8 H -1.30 -1.49 0.94
9 H -0.82 0.12 1.61
10 H 0.36 -1.10 1.79
11 H 1.78 -1.13 -1.42
12 H 0.17 -1.58 -1.86
13 H 0.83 -2.19 -0.37
14 H 0.75 2.53 0.09
15 H 2.60 2.36 0.01
16 H -2.92 1.80 0.39
17 H -0.32 0.43 -0.78
18 H 2.41 -0.10 0.08

<Q>
The following is a quantum chemistry calculation of a molecular structure, C5H11OP, from the Open Molecules 2025 dataset.

Calculated values
2S+1 = 1
Orbital gap = 9.5598 eV
Lowest unoccupied orbital energy = 0.977 eV

CARTESIAN COORDINATES (ANGSTROEM)
1 C -2.15 0.55 -0.42
2 C -1.50 0.54 0.97
3 C -0.84 0.33 -1.21
4 C 2.68 -0.35 -0.10
5 C 1.37 -0.22 0.72
6 O 3.84 0.33 0.36
7 P 0.11 1.11 0.20
8 H -2.93 -0.19 -0.59
9 H -2.56 1.54 -0.65
10 H -1.93 1.21 1.71
11 H -1.43 -0.47 1.38
12 H -0.61 -0.73 -1.33
13 H -0.77 0.83 -2.18
14 H 2.52 0.03 -1.12
15 H 4.07 -0.01 1.23
16 H 2.91 -1.42 -0.17
17 H 1.61 -0.01 1.77
18 H 0.85 -1.18 0.69

The structure with the greatest stability is <Q>.

<P>
The following is a quantum chemistry calculation of a single C3H4N2OSi molecule, from the Open Molecules 2025 dataset.

Calculated values
2S+1 = 1
Orbital gap = 11.8302 eV
Structure (SMILES) = N#CC(C#N)O[SiH3]
Lowest unoccupied orbital energy = 0.129 eV

CARTESIAN COORDINATES (ANGSTROEM)
1 C -1.82 0.88 -0.62
2 C -1.17 -1.32 0.11
3 C -0.80 -0.22 -0.75
4 N -2.56 1.77 -0.48
5 N -1.57 -2.26 0.64
6 O 0.43 0.34 -0.30
7 Si 1.71 0.32 0.63
8 H -0.73 -0.44 -1.87
9 H 2.27 -0.96 0.59
10 H 1.49 0.64 2.01
11 H 2.75 1.26 0.03

<Q>
The following is a quantum chemistry calculation of a single C3H4N2OSi molecule, from the Open Molecules 2025 dataset.

Calculated values
2S+1 = 1
Orbital gap = 10.8825 eV
Structure (SMILES) = N#CC(C#N)O[SiH3]
Lowest unoccupied orbital energy = -0.629 eV

CARTESIAN COORDINATES (ANGSTROEM)
1 C 0.98 -0.08 -1.95
2 C 1.14 -1.14 0.17
3 C 1.08 0.11 -0.52
4 N 0.88 -0.25 -3.07
5 N 1.16 -2.14 0.72
6 O -0.37 0.83 -0.11
7 Si -1.46 0.48 1.04
8 H 1.82 0.83 -0.21
9 H -0.85 0.48 2.37
10 H -2.14 -0.79 0.82
11 H -2.25 1.67 0.74

The structure with the greatest stability is <P>.

<P>
The following is a quantum chemistry calculation of a single C3H3NO2S molecule, from the Open Molecules 2025 dataset.

Calculated values
2S+1 = 1
Orbital gap = 9.9544 eV
Structure (SMILES) = O=C1ON=C[C@@H]1S
Lowest unoccupied orbital energy = 0.067 eV

CARTESIAN COORDINATES (ANGSTROEM)
1 C 0.53 -0.26 -0.31
2 C 0.36 -0.18 1.09
3 C -0.87 -0.62 -0.76
4 H 0.21 2.14 -0.22
5 H 1.16 -1.01 -0.68
6 H 1.20 0.28 1.78
7 N -0.90 -0.35 1.48
8 O -1.58 -0.70 0.37
9 O -1.19 -0.67 -1.88
10 S 1.07 1.37 -0.86

<Q>
The following is a quantum chemistry calculation of a single C3H3NO2S molecule, from the Open Molecules 2025 dataset.

Calculated values
2S+1 = 1
Orbital gap = 7.7543 eV
Structure (SMILES) = O=C/C(O)=N\C=S
Lowest unoccupied orbital energy = -1.024 eV

CARTESIAN COORDINATES (ANGSTROEM)
1 C -1.72 0.54 0.48
2 C 0.47 0.49 -0.22
3 C 0.91 -0.99 0.07
4 N -0.59 0.97 0.13
5 O 1.30 1.16 -0.96
6 O 2.06 -1.35 -0.09
7 S -2.71 -0.49 -0.31
8 H -1.96 0.86 1.49
9 H 0.18 -1.70 0.50
10 H 2.05 0.51 -1.09

<R>
The following is a quantum chemistry calculation of a single C3H3NO2S molecule, from the Open Molecules 2025 dataset.

Calculated values
2S+1 = 1
Orbital gap = 9.0657 eV
Lowest unoccupied orbital energy = 0.116 eV

CARTESIAN COORDINATES (ANGSTROEM)
1 C 0.93 1.27 -2.19
2 C -0.47 0.08 -0.76
3 C 0.44 0.90 0.13
4 N 1.42 1.56 -0.92
5 O 0.93 3.28 0.81
6 O -0.08 0.50 -2.09
7 S 0.20 2.56 -0.25
8 H -0.24 -0.92 -0.63
9 H -1.54 0.18 -0.73
10 H 1.08 2.89 1.49

The structure with the greatest stability is <Q>.

<P>
The following is a quantum chemistry calculation of a single C3H3NO2S molecule, from the Open Molecules 2025 dataset.

Calculated values
2S+1 = 1
Orbital gap = 10.3830 eV
Structure (SMILES) = Oc1nocc1S
Lowest unoccupied orbital energy = 0.396 eV

CARTESIAN COORDINATES (ANGSTROEM)
1 C -0.26 -0.12 0.39
2 C -0.43 1.14 0.88
3 C 0.24 0.12 -0.98
4 H 0.70 -1.92 1.55
5 H -0.81 1.50 1.84
6 H 0.31 -1.67 -1.62
7 N 0.35 1.41 -1.22
8 O -0.06 2.02 -0.04
9 O 0.55 -0.77 -1.88
10 S -0.59 -1.70 1.07

<Q>
The following is a quantum chemistry calculation of a single C3H3NO2S molecule, from the Open Molecules 2025 dataset.

Calculated values
2S+1 = 1
Orbital gap (spin up / spin down) = 6.9210 / 7.1123 eV
Lowest unoccupied orbital energy (spin up / spin down) = -0.380 / -0.584 eV

CARTESIAN COORDINATES (ANGSTROEM)
1 C 0.62 1.13 0.32
2 C -2.22 -1.12 -0.22
3 C 0.34 -0.60 -0.96
4 N 1.30 0.08 -0.37
5 O 0.28 -1.47 -1.78
6 O -1.90 -2.14 0.25
7 S -1.02 0.64 -0.10
8 H 0.81 1.54 1.28
9 H -2.71 -1.00 -1.28
10 H 2.34 0.05 -0.35

The structure with the greatest stability is <P>.

<P>
The following is a quantum chemistry calculation of 2 unconnected molecules or ions with the total composition C3H3NO2S, from the Open Molecules 2025 dataset.

Calculated values
2S+1 = 1
Orbital gap (spin up / spin down) = 8.7307 / 8.7317 eV
Lowest unoccupied orbital energy (spin up / spin down) = -0.872 / -0.871 eV

CARTESIAN COORDINATES (ANGSTROEM)
1 C -0.62 1.86 0.02
2 C 0.30 -1.05 0.31
3 C 1.50 -0.58 0.43
4 N -0.66 0.97 -0.77
5 O -0.50 2.90 0.58
6 O -1.84 -1.63 -0.81
7 S -1.12 -1.75 0.52
8 H 2.34 -1.22 0.47
9 H 1.72 0.37 0.27
10 H -1.12 0.12 -1.04

<Q>
The following is a quantum chemistry calculation of a single C3H3NO2S molecule, from the Open Molecules 2025 dataset.

Calculated values
2S+1 = 1
Orbital gap = 9.3819 eV
Structure (SMILES) = C1=NC2(OO2)SC1
Lowest unoccupied orbital energy = 0.106 eV

CARTESIAN COORDINATES (ANGSTROEM)
1 C -0.89 0.78 0.00
2 C -1.10 -0.68 0.11
3 C 1.32 0.19 -0.09
4 N 0.31 1.12 -0.14
5 O 2.39 0.18 0.68
6 O 2.49 0.27 -0.72
7 S 0.34 -1.64 -0.17
8 H -1.61 1.40 -0.34
9 H -1.30 -0.75 1.13
10 H -1.96 -0.87 -0.45

The structure with the greatest stability is <P>.